Density functional theory data (ωB97M-V with the def2-TZVPD basis set) for a molecular structure, C49H38N8O5S2Zn.

Summary:
Molecular weight in g/mol: 948.42
Net charge: -2
Total energy in eV: -143678.9185
Maximum force in hartree/bohr: 0.0103
LUMO energy in eV: 2.8164
Kohn-Sham gap in Eh: 0.1254
Energy relative to the best compared isomer or geometry (same formula, charge and spin) in kJ/mol: 1.67

CARTESIAN COORDINATES (ANGSTROEM)
Zn (-1.26675, 0.07937, 0.24700)
C (-4.01792, 1.24058, -2.92664)
O (-4.78707, 0.72423, -1.84367)
C (-3.86353, 0.43973, -0.83446)
N (-2.61168, 0.89462, -1.14538)
C (-2.75764, 1.79655, -2.24198)
C (-1.51523, 1.87151, -3.10198)
C (-0.68697, 0.75944, -3.24608)
C (0.50905, 0.85464, -3.94256)
C (0.89227, 2.06203, -4.51559)
C (0.06413, 3.16951, -4.39360)
C (-1.12786, 3.07167, -3.68789)
C (-4.12736, -0.18990, 0.33308)
C (-5.33208, -0.85657, 0.76567)
C (-5.34511, -1.62703, 1.87080)
C (-4.11500, -1.83163, 2.62941)
C (-3.01992, -1.14334, 2.21878)
N (-2.97775, -0.26396, 1.19761)
C (-1.69649, -1.32564, 2.83762)
N (-0.63553, -0.75532, 2.40654)
C (0.49313, -1.32797, 3.14876)
C (-0.19956, -2.07374, 4.30220)
O (-1.56677, -2.17776, 3.87817)
C (1.53609, -0.33471, 3.59539)
C (2.37421, -0.63572, 4.66491)
C (3.38794, 0.23304, 5.04099)
C (3.57922, 1.41846, 4.34687)
C (2.74744, 1.72476, 3.28007)
C (1.73334, 0.85575, 2.90911)
H (-4.61749, 1.99573, -3.43990)
H (-3.75202, 0.43959, -3.62765)
H (-2.97251, 2.84189, -1.92405)
H (-0.97239, -0.16684, -2.76282)
H (1.15216, -0.01346, -4.01772)
H (1.83297, 2.13858, -5.04740)
H (0.35437, 4.11524, -4.83772)
H (-1.75784, 3.94680, -3.56034)
H (-6.22458, -0.75089, 0.15922)
H (-6.25083, -2.14100, 2.16748)
H (-4.05804, -2.52009, 3.45835)
H (0.98884, -2.04546, 2.47960)
H (-0.17170, -1.50026, 5.23373)
H (0.18021, -3.07842, 4.47718)
H (2.24969, -1.56831, 5.20452)
H (4.03702, -0.02380, 5.86930)
H (4.38215, 2.08979, 4.62499)
H (2.90136, 2.63624, 2.71507)
H (1.10681, 1.07188, 2.06030)
C (1.74901, -0.72159, -0.29081)
C (3.10362, -0.57880, 0.13527)
C (3.82587, 0.58185, -0.23828)
C (5.10831, 0.83312, 0.20103)
C (5.76481, -0.06075, 1.04455)
C (5.07952, -1.20450, 1.43391)
C (3.79157, -1.46447, 0.99656)
H (3.34167, 1.29601, -0.89797)
H (5.60800, 1.74194, -0.11887)
H (6.77193, 0.13339, 1.39107)
H (5.55028, -1.91072, 2.11009)
H (3.28964, -2.34637, 1.37469)
S (-0.13120, 6.60993, 0.14375)
C (-0.21132, 4.82727, 0.28140)
C (-1.09720, 4.23454, 1.17006)
C (-1.18675, 2.85265, 1.18373)
N (-0.45128, 2.08280, 0.37939)
C (0.40883, 2.65446, -0.46194)
C (0.57347, 4.02812, -0.53202)
C (-0.99004, 6.76038, -1.41690)
C (-2.37202, 6.87067, -1.45564)
C (-2.99163, 6.98997, -2.69153)
N (-2.33446, 7.01110, -3.84735)
C (-1.00996, 6.89929, -3.79725)
C (-0.29263, 6.77565, -2.61661)
H (-1.72318, 4.83042, 1.81846)
H (-1.89482, 2.32887, 1.81684)
H (0.95726, 2.00434, -1.12868)
H (1.27668, 4.45210, -1.23437)
H (-2.95468, 6.85023, -0.54506)
H (-4.07140, 7.06963, -2.74986)
H (-0.48929, 6.90636, -4.74856)
H (0.78479, 6.68804, -2.63463)
O (-1.69864, -8.58241, -1.54273)
S (-0.37730, -9.17152, -1.47059)
O (0.26820, -9.38349, -2.75901)
O (-0.26115, -10.28936, -0.55033)
C (0.67372, -7.87335, -0.72876)
N (1.83174, -8.26924, -0.20100)
C (2.59086, -7.31329, 0.31399)
C (2.23485, -5.97815, 0.31190)
C (1.01846, -5.66299, -0.28449)
N (0.24129, -6.61713, -0.79651)
C (0.51915, -4.25756, -0.36549)
C (1.39069, -3.20126, -0.25107)
C (0.92897, -1.85559, -0.32036)
N (-0.41907, -1.65391, -0.47972)
C (-1.25149, -2.69813, -0.61422)
C (-0.85023, -4.01104, -0.57052)
H (3.53313, -7.62923, 0.75461)
H (2.87002, -5.22994, 0.76352)
H (2.45489, -3.37765, -0.20266)
H (1.29232, 0.17126, -0.69939)
H (-2.29903, -2.43623, -0.72793)
H (-1.54958, -4.82555, -0.67899)



Density functional theory data (ωB97M-V with the def2-TZVPD basis set) for a molecular structure, C49H39CaN7PS.

Summary:
Molecular weight in g/mol: 829.02
Net charge: +1
Total energy in eV: -100439.8897
Maximum force in hartree/bohr: 0.0132
LUMO energy in eV: -2.3612
Kohn-Sham gap in Eh: 0.2934
Energy relative to the best compared isomer or geometry (same formula, charge and spin) in kJ/mol: 82.72

CARTESIAN COORDINATES (ANGSTROEM)
Ca (0.62388, -1.06532, -0.52534)
C (-0.17427, 2.17588, 2.86018)
N (0.81597, 1.50442, 2.01939)
C (0.90611, 1.58798, 0.67052)
N (1.87475, 0.80921, 0.21927)
C (2.41932, 0.17092, 1.33147)
C (1.75221, 0.58999, 2.45670)
C (1.82912, 0.18472, 3.87592)
C (1.14312, -0.94525, 4.31708)
C (1.20546, -1.32112, 5.65231)
C (1.95127, -0.56697, 6.55100)
C (2.63140, 0.56269, 6.11534)
C (2.56970, 0.93819, 4.78095)
C (3.60386, -0.70599, 1.20273)
C (4.62588, -0.34235, 0.32436)
C (5.73500, -1.15988, 0.17314)
C (5.83070, -2.34438, 0.89576)
C (4.81526, -2.71019, 1.76555)
C (3.70278, -1.89594, 1.91489)
P (-0.41587, 2.38707, -0.34395)
C (0.04978, 1.75312, -1.98565)
N (0.44290, 0.51542, -2.25675)
C (0.88643, 0.51096, -3.55320)
C (0.78728, 1.77786, -4.06824)
N (0.25632, 2.55360, -3.06233)
C (-0.15337, 3.95763, -3.19261)
C (1.11691, 2.28205, -5.41613)
C (1.83568, 3.46273, -5.59470)
C (2.16535, 3.90120, -6.86948)
C (1.78781, 3.15719, -7.97814)
C (1.08249, 1.97314, -7.80676)
C (0.74786, 1.53702, -6.53434)
C (1.44970, -0.70531, -4.17750)
C (0.68275, -1.86123, -4.25762)
C (1.21468, -3.01876, -4.80821)
C (2.51409, -3.02073, -5.28838)
C (3.28575, -1.86499, -5.21636)
C (2.75720, -0.71091, -4.66123)
C (-1.69434, 1.19821, 0.21658)
N (-1.46142, -0.08082, 0.51826)
C (-2.51449, -0.48476, 1.30717)
C (-3.40598, 0.54456, 1.44919)
N (-2.86466, 1.60815, 0.75856)
C (-3.50235, 2.91053, 0.52537)
C (-4.66562, 0.59780, 2.21812)
C (-4.87029, 1.56726, 3.19741)
C (-6.04408, 1.58181, 3.93721)
C (-7.01768, 0.61807, 3.70734)
C (-6.81487, -0.35767, 2.74054)
C (-5.64375, -0.36841, 1.99755)
C (-2.61505, -1.81189, 1.95248)
C (-2.73123, -1.87013, 3.34311)
C (-2.88152, -3.08969, 3.98158)
C (-2.90951, -4.26462, 3.23432)
C (-2.77728, -4.21528, 1.85650)
C (-2.63935, -2.98756, 1.21743)
H (-1.08285, 1.57535, 2.91864)
H (0.23096, 2.30582, 3.85860)
H (-0.39594, 3.15343, 2.43853)
H (0.55487, -1.53004, 3.61812)
H (0.67502, -2.20317, 5.98847)
H (2.00597, -0.86150, 7.59134)
H (3.21726, 1.14861, 6.81134)
H (3.11270, 1.80976, 4.43390)
H (4.54515, 0.58112, -0.23556)
H (6.52799, -0.87245, -0.50515)
H (6.69426, -2.98520, 0.77499)
H (4.87649, -3.63924, 2.31579)
H (2.90275, -2.20012, 2.57795)
H (0.63427, 4.62962, -2.85996)
H (-0.37546, 4.15349, -4.23676)
H (-1.04654, 4.13039, -2.60060)
H (2.17182, 4.03149, -4.73556)
H (2.72723, 4.81733, -6.99609)
H (2.04746, 3.49586, -8.97294)
H (0.78956, 1.38805, -8.66849)
H (0.19399, 0.61455, -6.40648)
H (-0.33900, -1.85706, -3.89416)
H (0.61451, -3.91751, -4.85106)
H (2.93148, -3.92379, -5.71375)
H (4.30222, -1.86839, -5.58813)
H (3.35517, 0.19089, -4.59911)
H (-2.93423, 3.70943, 0.99760)
H (-3.57348, 3.09891, -0.54225)
H (-4.50092, 2.88236, 0.94860)
H (-4.09985, 2.30527, 3.39593)
H (-6.19434, 2.33665, 4.69793)
H (-7.93209, 0.62449, 4.28651)
H (-7.56959, -1.11315, 2.56474)
H (-5.47935, -1.13516, 1.24961)
H (-2.70805, -0.95227, 3.92153)
H (-2.97246, -3.12782, 5.06011)
H (-3.02227, -5.22041, 3.73010)
H (-2.75377, -5.12419, 1.27173)
H (-2.53426, -2.96013, 0.14002)
S (1.64682, -3.44960, -0.88557)
C (0.21743, -4.30353, -0.59453)
N (-0.76272, -4.88735, -0.39427)



Density functional theory data (ωB97M-V with the def2-TZVPD basis set) for a molecular structure, C49H39ClF6N9O2Rb at a distorted geometry.

Summary:
Molecular weight in g/mol: 1020.82
Net charge: -2
Total energy in eV: -98432.0000
Maximum force in hartree/bohr: 0.0680
LUMO energy in eV: 3.2506
Kohn-Sham gap in Eh: 0.1544

CARTESIAN COORDINATES (ANGSTROEM)
Rb (-0.28314, -0.05718, 0.68357)
C (-3.87632, 2.68958, 2.47191)
C (-4.07485, 3.73210, 1.60724)
C (-3.95785, 3.52568, 0.23725)
C (-3.63288, 2.23693, -0.19843)
N (-3.46442, 1.24672, 0.63183)
C (-3.52468, 1.45870, 1.95001)
C (-3.66376, 1.94228, -1.70040)
C (-4.32146, 2.85135, -2.57129)
C (-4.32383, 2.61589, -3.92944)
C (-3.65342, 1.48428, -4.38523)
C (-3.04411, 0.59363, -3.45188)
N (-2.99569, 0.88768, -2.12527)
C (-2.34675, -0.61256, -3.87231)
C (-1.52859, -0.57346, -5.02640)
C (-0.94524, -1.77260, -5.37752)
C (-1.30360, -2.97694, -4.74782)
C (-2.08860, -2.91482, -3.61184)
N (-2.60400, -1.75121, -3.17076)
H (-3.99648, 2.81938, 3.54894)
H (-4.50767, 4.63878, 2.03424)
H (-4.01310, 4.36365, -0.49352)
H (-3.38550, 0.60262, 2.58967)
H (-4.89417, 3.70098, -2.17862)
H (-4.70599, 3.33227, -4.70310)
H (-3.58264, 1.21188, -5.39518)
H (-1.40427, 0.36629, -5.58842)
H (-0.18924, -1.77561, -6.11914)
H (-0.96539, -3.93596, -5.15157)
H (-2.36196, -3.78677, -3.03392)
C (4.92558, -0.60765, -3.64627)
N (4.68626, -0.34539, -2.20643)
C (5.02750, 1.02962, -1.85981)
C (3.43347, -0.72433, -1.56320)
C (2.96669, -2.15255, -1.84585)
N (1.77592, -2.46262, -1.07027)
C (1.19261, -3.60691, -1.28080)
C (0.14578, -4.07755, -0.36654)
F (-0.58457, -3.16982, 0.38056)
C (-0.13914, -5.42286, -0.17445)
F (-0.96106, -5.84480, 0.84812)
C (0.42688, -6.36988, -1.05676)
C (1.19866, -5.96859, -2.13261)
F (1.58920, -6.89601, -3.06859)
C (1.55896, -4.61837, -2.21434)
F (2.27792, -4.29862, -3.27017)
H (5.22928, -1.65579, -3.81718)
H (5.73127, 0.08756, -3.91680)
H (4.02321, -0.35784, -4.28368)
H (4.19246, 1.76478, -2.07439)
H (5.90444, 1.38402, -2.43610)
H (5.25440, 1.14938, -0.78483)
H (2.58638, -0.04293, -1.84027)
H (3.62120, -0.55390, -0.52906)
H (3.83163, -2.82036, -1.65910)
H (2.82494, -2.25756, -2.92983)
H (0.24183, -7.38387, -0.87729)
Cl (6.19495, 0.85991, 5.84673)
C (5.21824, 0.90171, 4.48868)
C (4.82733, 2.10458, 3.88374)
C (3.85805, 2.19722, 2.89378)
C (3.16094, 1.01897, 2.45002)
O (2.28637, 0.96888, 1.53605)
C (3.76512, -0.29550, 2.97977)
C (3.25052, -1.57848, 2.41702)
O (2.10196, -1.80330, 2.03040)
C (4.73291, -0.34330, 4.01539)
H (5.35570, 2.96984, 4.26142)
H (3.58086, 3.13787, 2.39417)
H (3.98031, -2.40854, 2.32369)
H (4.98729, -1.24695, 4.49932)
C (-4.11152, -3.69148, 1.25712)
C (-3.99845, -4.18552, 2.55450)
C (-3.24339, -3.51887, 3.48497)
C (-2.74882, -2.22838, 3.15744)
N (-2.85469, -1.72704, 1.92795)
C (-3.51465, -2.46424, 1.00018)
C (-2.04548, -1.45885, 4.17751)
C (-2.32778, -1.72600, 5.54876)
C (-1.42281, -1.33733, 6.52106)
C (-0.33728, -0.53109, 6.09731)
C (-0.26175, -0.15291, 4.75352)
N (-1.03948, -0.65665, 3.77692)
H (-4.46250, -4.34279, 0.44321)
H (-4.50559, -5.12199, 2.84302)
H (-2.96682, -3.95212, 4.43770)
H (-3.53797, -1.99842, 0.03897)
H (-3.23208, -2.20799, 5.83989)
H (-1.49600, -1.70716, 7.56818)
H (0.40099, -0.13259, 6.78808)
H (0.51501, 0.49289, 4.37015)
N (0.42538, 8.31641, 1.05666)
C (0.37544, 7.18639, 0.76020)
C (0.41686, 5.86041, 0.29776)
C (1.13156, 4.87521, 1.03338)
C (1.03227, 3.55975, 0.54240)
N (0.31076, 3.17209, -0.48292)
C (-0.19249, 4.18112, -1.41217)
C (-0.12007, 5.54793, -0.91596)
H (1.73218, 5.09728, 1.91014)
H (1.52249, 2.71418, 1.00436)
H (-1.26150, 3.93854, -1.48966)
H (-0.54390, 6.36893, -1.50895)
F (0.25607, 5.00045, -3.65612)
C (0.29614, 3.86981, -2.84018)
F (1.57113, 3.40904, -2.86872)
H (-0.38386, 3.14734, -3.28348)



Density functional theory data (ωB97M-V with the def2-TZVPD basis set) for a molecular structure, C49H39InN14O4S at a distorted geometry.

Summary:
Molecular weight in g/mol: 1034.83
Net charge: 0
Total energy in eV: -96506.7265
Maximum force in hartree/bohr: 0.1118
LUMO energy (spin up / spin down) in eV: -1.3110 / -1.2988
Kohn-Sham gap (spin up / spin down) in Eh: 0.1795 / 0.1819
Energy relative to the best compared isomer or geometry (same formula, charge and spin) in kJ/mol: 69.11

CARTESIAN COORDINATES (ANGSTROEM)
In (0.09624, -0.31770, 1.53818)
C (-1.20442, -6.35579, 3.58095)
C (0.06488, -6.28852, 4.13643)
C (0.74186, -5.09021, 4.24083)
C (0.17049, -3.97835, 3.65655)
C (0.54259, -2.51185, 3.58903)
N (1.79339, -2.23139, 4.07394)
C (2.24762, -1.01158, 3.87728)
C (3.62087, -0.58736, 4.38373)
C (4.50314, -1.29841, 5.09931)
C (5.75056, -0.66597, 5.35868)
C (5.96377, 0.61529, 4.94562)
C (5.03147, 1.31877, 4.20389)
C (3.79709, 0.66499, 3.93722)
C (2.57212, 0.99259, 3.11591)
N (2.33232, 2.28297, 2.63182)
C (1.11964, 2.58977, 2.05256)
N (0.08620, 1.80675, 1.80832)
C (-0.85359, 2.52493, 1.02313)
N (-2.04155, 2.08617, 0.59893)
C (-2.66681, 0.92797, 0.84092)
N (-2.05486, -0.03892, 1.56379)
C (-2.80151, -1.14573, 1.53192)
N (-2.56516, -2.35563, 2.02601)
C (-1.52466, -2.65056, 2.72155)
N (-0.44991, -1.82188, 2.98802)
C (-1.13105, -4.02777, 3.21599)
C (-1.88681, -5.17352, 3.07708)
C (-3.97614, -0.85152, 0.80692)
C (-5.05134, -1.62565, 0.63766)
C (-6.14386, -1.08291, -0.18590)
C (-6.00424, 0.18650, -0.76564)
C (-4.98752, 1.04653, -0.41541)
C (-3.92339, 0.46014, 0.31403)
C (-0.28880, 3.80302, 0.65131)
C (-0.67562, 4.92855, -0.10668)
C (0.09516, 6.02663, -0.11086)
C (1.30673, 6.07947, 0.55563)
C (1.80844, 4.98337, 1.33605)
C (0.99953, 3.84197, 1.30786)
N (1.73760, -0.03928, 3.17886)
H (-1.81672, -7.21732, 3.56481)
H (0.48000, -7.14672, 4.60307)
H (1.73282, -5.04184, 4.69285)
H (4.40339, -2.39039, 5.38830)
H (6.48762, -1.06279, 5.98905)
H (6.93095, 0.99155, 5.30643)
H (5.30879, 2.36979, 3.94037)
H (-2.82914, -5.19121, 2.58906)
H (-5.00022, -2.58329, 0.97166)
H (-7.07599, -1.55768, -0.55689)
H (-6.78699, 0.45617, -1.45808)
H (-5.00118, 2.05038, -0.79042)
H (-1.65732, 5.01451, -0.65959)
H (-0.25405, 6.89291, -0.60519)
H (1.88135, 7.00286, 0.41504)
H (2.78497, 5.11494, 1.85639)
S (0.66254, 1.95621, -2.59987)
C (-0.80591, 2.54358, -3.19280)
N (-0.91564, 3.09837, -4.43637)
C (-1.97627, 4.08652, -4.77005)
C (-2.57525, 4.70438, -3.47320)
C (-3.04864, 3.52242, -2.66271)
N (-1.92757, 2.59207, -2.43571)
H (-0.02082, 3.10269, -4.82059)
H (-2.70262, 3.56401, -5.42716)
H (-1.51793, 4.88011, -5.42232)
H (-3.42427, 5.28502, -3.77740)
H (-1.84058, 5.23673, -2.93183)
H (-3.81226, 3.00696, -3.27317)
H (-3.46162, 3.78081, -1.70811)
H (-1.74440, 2.33109, -1.48629)
C (-4.45086, -2.56625, -3.77458)
C (-3.31288, -1.70766, -4.32693)
C (-3.53648, -0.27719, -3.75692)
C (-1.86115, -2.28361, -3.94432)
N (-1.57443, -2.16661, -2.52837)
C (-1.01282, -1.14260, -1.81287)
N (-0.87060, -1.51508, -0.53624)
N (-1.32686, -2.77662, -0.51362)
N (-1.85021, -3.13925, -1.61373)
H (-5.42868, -2.14083, -4.15579)
H (-4.39865, -2.58005, -2.69106)
H (-4.45774, -3.60712, -4.22783)
H (-3.34647, -1.61120, -5.42054)
H (-3.54725, -0.17340, -2.66082)
H (-4.49059, -0.03619, -4.14458)
H (-2.78745, 0.42359, -4.13552)
H (-1.06924, -1.71731, -4.45744)
H (-1.79759, -3.35312, -4.13765)
H (-0.84134, -0.16040, -2.22074)
O (1.59738, -0.03241, 0.07482)
C (2.16044, -1.14415, 0.29276)
O (1.73117, -2.08524, 0.94926)
C (3.54953, -1.15927, -0.37176)
C (4.21467, -2.39863, -0.44426)
C (5.51131, -2.42463, -0.93129)
C (6.10835, -1.24451, -1.27236)
O (7.33640, -1.08914, -1.74521)
C (7.58068, 0.29369, -1.81721)
O (6.27374, 0.95188, -1.70746)
C (5.40890, -0.06601, -1.25176)
C (4.11401, 0.03279, -0.79407)
H (3.65539, -3.30138, -0.07594)
H (6.13642, -3.28988, -0.99103)
H (8.10452, 0.51531, -2.77913)
H (8.25897, 0.59322, -0.99814)
H (3.59197, 0.97047, -0.92834)